Here is 2 unconnected molecules or ions with the total composition CH4BrP at a distorted geometry from the Open Molecules 2025 dataset. Energies are from ωB97M-V/def2-TZVPD.

Summary:
ΔE to the lowest compared entry with this formula, charge and spin   67.5 kcal per mole
Net charge   0
E_HOMO   -9.9 eV
HOMO-LUMO gap   0.346 Ha

```
7
Properties=species:S:1:pos:R:3:mulliken_charge:R:1
C 0.54224 -0.00718 0.46501 -0.579
P -0.70462 0.96399 -0.57823 -0.010
Br 2.16488 -0.39874 -0.64264 -0.135
H 0.99205 0.28683 1.39434 0.372
H 0.20548 -1.04039 0.54642 0.262
H -1.37439 -0.75173 -1.51175 0.011
H -1.82564 0.94721 0.32686 0.079
```



Here is a molecular structure, C32H25N4O2Tc from the Open Molecules 2025 dataset. Energies are from ωB97M-V/def2-TZVPD.

Summary:
Net charge   +3
E_HOMO (alpha / beta)   -16.6 / -16.8 eV
<S²>   1.15
HOMO-LUMO gap (alpha / beta)   0.224 / 0.206 Ha
2S+1   2

```
64
Properties=species:S:1:pos:R:3:mulliken_spin:R:1
Tc -0.54548 -0.16240 0.39182 0.252
C -1.61984 -0.79713 -3.85515 -0.006
C -1.60091 -0.25921 -2.56860 -0.004
N -1.02129 -0.87630 -1.54060 0.003
C -0.42927 -2.09546 -1.75068 0.038
C -0.39288 -2.69573 -3.01440 -0.019
C -1.01030 -2.00772 -4.08278 0.017
C 0.20001 -3.97803 -3.14049 0.087
C 0.69820 -4.61735 -2.03462 -0.019
C 0.62646 -4.02531 -0.76143 0.088
C 0.08652 -2.76192 -0.60823 -0.016
N -0.12014 -2.03917 0.57717 0.301
C -0.31716 -2.58199 1.84615 0.023
C 0.25562 -3.68303 2.45831 0.079
C -0.17753 -4.07000 3.73588 -0.011
C -1.18613 -3.39728 4.38490 0.107
C -1.78224 -2.25696 3.78929 -0.024
C -2.84638 -1.51551 4.34847 0.024
C -3.36159 -0.44010 3.66369 -0.009
C -2.79853 -0.07636 2.43959 0.004
N -1.78846 -0.75164 1.90054 -0.002
C -1.29792 -1.84489 2.54773 0.028
H -2.11929 -0.25921 -4.64828 0.000
H -2.06761 0.69629 -2.36312 -0.017
H -1.01630 -2.45137 -5.07139 0.001
H 0.23094 -4.45418 -4.11259 0.000
H 1.13683 -5.60131 -2.12816 0.001
H 1.00291 -4.58341 0.08059 -0.001
H 1.06310 -4.23567 2.00282 -0.003
H 0.29055 -4.92262 4.20795 0.002
H -1.52938 -3.72959 5.35663 0.000
H -3.26032 -1.80848 5.30590 0.001
H -4.18640 0.13566 4.05820 0.001
H -3.16422 0.78340 1.89148 -0.003
C -1.04313 3.01932 0.52678 -0.001
O -0.47081 1.99993 -0.35836 -0.025
C 0.04170 2.48375 -1.56954 0.009
C -0.54876 3.56048 -2.20686 0.001
C -0.04694 4.01975 -3.41851 -0.001
C 1.03913 3.39753 -4.01552 0.001
C 1.62879 2.31538 -3.38638 -0.005
C 1.14789 1.87104 -2.16379 0.006
N 1.76416 0.71142 -1.57884 -0.013
C 2.10960 0.56044 -0.33131 -0.026
C 2.18839 1.63141 0.62122 -0.010
C 2.98975 2.76627 0.40191 -0.012
C 3.15955 3.66525 1.42836 0.016
C 2.50869 3.45594 2.65329 -0.002
C 1.66128 2.38107 2.85020 0.009
C 1.47322 1.47201 1.81802 0.030
O 0.53265 0.51380 1.88660 0.104
H -2.04430 3.27694 0.19134 -0.002
H -0.39640 3.89366 0.53363 0.002
H -1.07338 2.56804 1.51495 -0.002
H -1.40585 4.05457 -1.77223 0.000
H -0.51865 4.86782 -3.89600 0.000
H 1.42855 3.75363 -4.95886 0.000
H 2.48617 1.82217 -3.83049 0.001
H 1.92806 -0.06499 -2.21381 0.000
H 2.39439 -0.44877 -0.03742 -0.002
H 3.52391 2.88752 -0.53260 0.000
H 3.81377 4.51586 1.29963 0.000
H 2.65581 4.16335 3.45903 0.001
H 1.12120 2.24943 3.77898 0.000
```



Here is a molecular structure, C42H45FKN3O2P2Si at a distorted geometry from the Open Molecules 2025 dataset. Energies are from ωB97M-V/def2-TZVPD.

Summary:
Net charge   0
E_HOMO   -6.1 eV
HOMO-LUMO gap   0.219 Ha

```
97
Properties=species:S:1:pos:R:3:mulliken_charge:R:1
K -12.44736 -9.34263 15.67583 1.099
C -14.06300 -10.08415 19.10943 -0.861
C -15.37330 -10.63004 18.53258 -1.909
P -15.13535 -10.81116 16.71282 1.318
C -16.76022 -10.49054 15.98090 0.269
C -17.90822 -11.24313 16.29254 -0.551
C -19.12185 -10.81234 15.76943 -0.725
C -19.16190 -9.73006 14.90508 -0.496
C -18.03316 -9.01764 14.54073 -0.480
C -16.79173 -9.39959 15.09881 -0.693
C -14.88639 -12.61099 16.49988 0.752
C -14.64942 -13.55548 17.48485 -0.557
C -14.39538 -14.90290 17.14021 -0.698
C -14.36962 -15.28203 15.82513 -0.511
C -14.56109 -14.32847 14.83657 -0.585
C -14.79089 -12.99302 15.14802 -0.770
P -14.04627 -8.25265 18.63803 1.290
C -15.54820 -7.66638 19.43510 0.064
C -15.75961 -7.81242 20.79938 -0.311
C -16.93387 -7.36088 21.34223 -0.430
C -17.98734 -6.86649 20.60868 -0.574
C -17.75730 -6.67406 19.24928 -0.425
C -16.58607 -7.03228 18.67814 -0.557
C -12.68800 -7.59372 19.61352 0.423
C -11.53459 -8.35529 19.76910 -0.503
C -10.39734 -7.88046 20.41701 -0.449
C -10.37972 -6.57695 20.89473 -0.589
C -11.52890 -5.81588 20.78861 -0.708
C -12.68426 -6.28689 20.16415 -0.762
H -13.15574 -10.49237 18.69996 0.400
H -14.02702 -10.14305 20.19117 0.726
H -15.55571 -11.60107 19.01208 0.623
H -16.22098 -9.99226 18.82326 0.546
H -17.85213 -12.08970 16.92442 0.459
H -20.04994 -11.28500 16.01719 0.430
H -20.10829 -9.40020 14.48933 0.367
H -18.11912 -8.18037 13.86798 0.471
H -15.83990 -8.95311 14.86484 0.772
H -14.72469 -13.29708 18.52684 0.273
H -14.15678 -15.57925 17.94881 0.408
H -14.16182 -16.29749 15.53089 0.396
H -14.53131 -14.62010 13.80963 0.420
H -14.82715 -12.17501 14.39097 0.241
H -14.93445 -8.17344 21.47125 0.248
H -17.10929 -7.42724 22.44090 0.289
H -18.91973 -6.66096 21.09917 0.431
H -18.60558 -6.33193 18.67168 0.397
H -16.42257 -6.97292 17.61027 0.225
H -11.50452 -9.34172 19.45486 0.290
H -9.49030 -8.50122 20.55762 0.327
H -9.44051 -6.21755 21.31240 0.408
H -11.57282 -4.84918 21.16791 0.480
H -13.59877 -5.68073 20.08146 0.389
C -8.80994 -6.00155 16.62599 -1.072
Si -9.12759 -7.52164 15.64366 -0.162
C -7.46040 -7.95898 14.85539 -1.066
C -10.21087 -7.02156 14.18870 -0.826
N -9.95509 -8.84172 16.43697 0.117
C -9.39421 -9.64764 17.35499 0.430
C -8.13482 -9.49959 17.97713 0.005
C -7.73731 -10.33662 19.00315 -0.990
C -8.45403 -11.42855 19.37576 -0.631
C -9.66197 -11.63488 18.75096 -0.258
C -10.07843 -10.79548 17.78800 -0.007
F -11.31117 -11.06533 17.27444 -0.265
H -8.16930 -5.36773 16.05493 0.411
H -8.17322 -6.29298 17.44945 0.312
H -9.67499 -5.43957 16.98747 0.307
H -7.07661 -7.14605 14.17901 0.345
H -7.57320 -8.83429 14.22272 0.286
H -6.67199 -8.14380 15.61002 0.284
H -9.71077 -6.22316 13.65855 0.344
H -11.15811 -6.64612 14.51392 -0.038
H -10.31495 -7.83965 13.44967 0.317
H -7.50408 -8.66166 17.71551 0.216
H -6.74532 -10.17485 19.47918 0.313
H -8.07619 -12.12806 20.14017 0.341
H -10.36546 -12.46935 18.97657 0.347
O -10.84933 -6.02563 8.83623 -0.548
C -11.43040 -4.86596 9.30050 -0.555
N -12.00758 -4.96414 10.62458 -0.198
C -12.91193 -5.98837 10.74808 0.206
O -13.29597 -6.70657 9.81872 -0.701
C -13.31837 -6.24496 12.14213 0.640
C -13.48341 -5.31983 13.11556 0.000
C -13.99008 -5.66463 14.36062 -1.243
C -14.22554 -7.00162 14.60454 0.062
N -13.97799 -7.94242 13.68514 -0.105
C -13.58083 -7.57169 12.47775 -0.851
H -11.64194 -6.59879 8.72150 0.383
H -12.22444 -4.49089 8.64547 0.319
H -10.66421 -4.04911 9.29822 0.379
H -11.33132 -4.82605 11.41753 0.329
H -13.31361 -4.23251 12.93333 0.417
H -14.21342 -4.93728 15.11311 0.539
H -14.64189 -7.32991 15.57274 0.465
H -13.49011 -8.32484 11.62360 0.311
```



The following DFT total energy values (in eV) correspond, in order, to the records above: -80430.361 -45817.965 -98349.044.